1.
Here is one molecule with the formula C4H8OS from OMol25. Energies are from ωB97M-V/def2-TZVPD.

Structure (ORCA input):
```
! RIJCOSX wB97M-V def2-TZVPD def2/J DEFGRID3
* xyz 0 1
C -0.51 1.43 0.01
C -0.53 -0.05 -0.18
C 0.09 -1.03 0.84
C 0.70 -0.80 -0.59
H -1.39 1.67 0.61
H -0.65 2.01 -0.92
H 0.40 1.86 0.41
H -1.85 -1.36 -0.58
H 0.77 -0.67 1.54
H -0.43 -1.93 1.05
H 0.70 -1.55 -1.37
H 2.01 0.90 0.49
O -1.65 -0.46 -0.86
S 2.33 -0.02 -0.44
*
```

Computed properties:
Kohn-Sham gap   9.5 eV
Max |F|   3.13 eV Å⁻¹
Highest occupied orbital energy   -8.61 eV
SMILES string   C[C@]1(O)C[C@@H]1S
Energy above the lowest of the compared OMol25 structures with the same formula, charge and spin   36.2 kcal per mole
LUMO level   0.84 eV

=====

2.
Here is a 2-piece molecular cluster, C4H8OS overall from OMol25. Energies are from ωB97M-V/def2-TZVPD.

Structure (ORCA input):
```
! RIJCOSX wB97M-V def2-TZVPD def2/J DEFGRID3
* xyz 0 1
C 2.22 0.76 0.91
C 1.36 -0.19 0.15
C -2.19 0.02 -0.53
C 2.00 -1.34 -0.53
O 1.51 -2.43 -0.60
S 1.60 1.43 -0.63
H 1.82 1.19 1.82
H 3.29 0.57 0.94
H -3.16 0.17 -0.97
H -2.23 -0.80 0.17
H -1.47 -0.19 -1.31
H 2.99 -1.10 -0.96
H 0.36 -0.38 0.52
H -1.89 0.93 -0.02
*
```

Computed properties:
Kohn-Sham gap   10.1 eV
Max |F|   0.61 eV Å⁻¹
Highest occupied orbital energy   -9.47 eV
SMILES string   O=C[C@H]1CS1.C
Energy above the lowest of the compared OMol25 structures with the same formula, charge and spin   23.7 kcal per mole
LUMO level   0.62 eV

=====

3.
Here is one molecule with the formula C4H8OS from OMol25. Energies are from ωB97M-V/def2-TZVPD.

Structure (ORCA input):
```
! RIJCOSX wB97M-V def2-TZVPD def2/J DEFGRID3
* xyz 0 1
C 2.03 0.55 0.23
C 0.84 0.30 -0.69
C -1.20 -0.86 0.58
C -2.31 -0.16 -0.17
H 1.72 0.62 1.26
H 2.61 1.48 0.04
H 2.70 -0.30 0.12
H 1.08 0.37 -1.71
H 0.06 1.05 -0.48
H -1.62 -1.74 1.03
H -0.71 -0.14 1.23
H -3.09 -0.75 -0.65
O -2.28 1.01 -0.34
S 0.15 -1.43 -0.46
*
```

Computed properties:
Kohn-Sham gap   9.6 eV
Max |F|   1.94 eV Å⁻¹
Highest occupied orbital energy   -8.85 eV
SMILES string   CCSCC=O
Energy above the lowest of the compared OMol25 structures with the same formula, charge and spin   17.9 kcal per mole
LUMO level   0.78 eV